The following is a DFT calculation (ωB97M-V/def2-TZVPD) of C48H63FN10O7P2Ti as an isolated structure.

Computed properties:
Expectation value of S² = 0.75
Charge = +3
2S+1 = 2
Orbital gap (spin up / spin down) = 6.687 / 6.628 eV

The geometry in XYZ format:
```
132
C48H63FN10O7P2Ti (ωB97M-V/def2-TZVPD)
Ti -0.45 -0.13 -0.61
O 0.68 3.69 -1.68
C 0.57 2.41 -1.43
O -0.52 1.83 -1.43
C 1.78 1.66 -1.11
C 2.89 2.25 -0.62
C 3.84 1.40 0.02
C 3.73 0.06 -0.09
C 2.71 -0.48 -0.98
N 1.55 0.30 -1.14
C 2.90 -1.65 -1.60
O 3.89 -2.54 -1.31
O 2.02 -2.21 -2.54
H -0.20 4.07 -1.84
H 2.99 3.33 -0.62
H 4.63 1.84 0.62
H 4.41 -0.60 0.44
H 4.70 -2.08 -1.06
C 1.34 -3.49 -4.79
P 2.19 -2.06 -4.13
C 1.30 -0.59 -4.71
N 2.07 0.08 -5.53
C 1.55 1.08 -6.27
C 2.36 1.82 -7.15
C 1.79 2.77 -7.95
C 0.39 3.01 -7.89
C -0.41 2.32 -7.04
C 0.16 1.34 -6.20
N -0.61 0.68 -5.30
C -0.09 -0.25 -4.53
P -1.28 -0.77 -3.17
C -2.52 0.55 -3.38
C -2.22 -2.30 -3.73
C -2.24 -2.38 -5.26
C -1.62 -3.57 -3.10
C -3.67 -2.18 -3.22
C 3.92 -2.14 -4.73
C 4.41 -3.57 -4.42
C 3.98 -1.96 -6.26
C 4.80 -1.07 -4.06
H 1.62 -3.61 -5.83
H 0.27 -3.36 -4.74
H 1.64 -4.38 -4.23
H 3.43 1.61 -7.19
H 2.40 3.34 -8.64
H -0.03 3.76 -8.55
H -1.48 2.49 -6.98
H -3.02 0.48 -4.35
H -2.04 1.52 -3.31
H -3.25 0.46 -2.58
H -1.25 -2.54 -5.70
H -2.65 -1.46 -5.70
H -2.88 -3.21 -5.57
H -1.81 -4.44 -3.74
H -2.11 -3.77 -2.15
H -0.55 -3.51 -2.91
H -4.24 -1.42 -3.75
H -3.70 -1.97 -2.15
H -4.17 -3.14 -3.39
H 3.96 -4.29 -5.10
H 4.25 -3.89 -3.40
H 5.49 -3.59 -4.61
H 3.31 -2.62 -6.79
H 5.00 -2.23 -6.56
H 3.79 -0.93 -6.56
H 4.92 -1.23 -2.99
H 4.42 -0.07 -4.23
H 5.79 -1.13 -4.51
F 1.70 2.22 5.50
C 0.42 2.19 5.06
C 0.19 1.74 3.79
C -1.11 1.73 3.28
C -1.36 1.24 1.94
O -0.39 0.86 1.22
C -2.72 1.23 1.53
C -3.68 1.72 2.35
N -3.45 2.22 3.57
C -4.57 2.67 4.38
C -5.64 3.49 3.73
C -4.69 4.14 4.69
C -2.16 2.20 4.08
C -1.90 2.63 5.39
C -0.61 2.64 5.91
N -0.38 3.07 7.22
C -1.06 4.24 7.75
C -1.69 3.90 9.10
N -0.81 2.88 9.78
C 0.64 3.08 9.43
C 0.85 2.76 7.95
C -3.17 0.67 0.21
O -4.21 1.00 -0.29
O -2.35 -0.24 -0.29
H 1.02 1.42 3.17
H -4.71 1.73 2.02
H -4.86 1.95 5.14
H -6.66 3.32 4.05
H -5.52 3.74 2.69
H -5.05 4.42 5.67
H -3.93 4.79 4.27
H -2.73 2.93 6.02
H -1.84 4.59 7.07
H -0.36 5.07 7.85
H -2.67 3.45 9.00
H -1.76 4.77 9.75
H -1.09 1.94 9.49
H -0.94 2.92 10.79
H 1.25 2.44 10.07
H 0.87 4.12 9.67
H 1.07 1.70 7.83
H 1.71 3.32 7.61
C 0.28 -3.32 -0.02
N 0.46 -4.43 0.90
C 1.56 -4.11 1.81
N 1.29 -2.89 2.58
C 1.10 -1.79 1.65
N -0.02 -2.03 0.69
C -1.25 -2.28 1.52
N -1.08 -3.38 2.44
C -0.76 -4.60 1.69
C 0.05 -3.08 3.33
H -0.55 -3.54 -0.68
H 1.19 -3.19 -0.60
H 2.48 -3.97 1.23
H 1.71 -4.94 2.50
H 2.02 -1.65 1.08
H 0.88 -0.87 2.20
H -2.08 -2.49 0.85
H -1.48 -1.37 2.07
H -1.60 -4.83 1.02
H -0.64 -5.43 2.38
H 0.18 -3.90 4.03
H -0.17 -2.17 3.90
```


The following is a DFT calculation (ωB97M-V/def2-TZVPD) of C48H63MoN5OP3S as an isolated structure.

Computed properties:
Expectation value of S² = 2.03
Charge = +3
2S+1 = 3
Orbital gap (spin up / spin down) = 7.003 / 6.979 eV

The geometry in XYZ format:
```
122
C48H63MoN5OP3S (ωB97M-V/def2-TZVPD)
Mo 0.33 -0.62 -0.13
C 1.76 -4.17 -1.66
N 1.02 -2.90 -1.88
P -0.59 -2.68 -1.20
C -1.27 -4.31 -0.94
C -1.79 -4.68 0.30
C -2.40 -5.93 0.44
C -2.47 -6.78 -0.65
C -1.97 -6.39 -1.89
C -1.38 -5.15 -2.05
C -1.64 -2.02 -2.54
C -3.01 -2.35 -2.51
C -3.88 -1.84 -3.46
C -3.40 -1.00 -4.46
C -2.05 -0.66 -4.50
C -1.18 -1.15 -3.53
P 1.92 -1.43 -1.82
C 2.23 -0.91 -3.50
C 2.50 0.44 -3.74
C 2.76 0.87 -5.03
C 2.75 -0.04 -6.08
C 2.49 -1.39 -5.84
C 2.22 -1.83 -4.55
C 3.57 -1.60 -1.12
C 4.53 -2.47 -1.65
C 5.82 -2.46 -1.15
C 6.19 -1.55 -0.17
C 5.26 -0.65 0.33
C 3.95 -0.68 -0.14
H 2.57 -4.24 -2.39
H 1.11 -5.01 -1.81
H 2.19 -4.23 -0.66
H -1.73 -4.01 1.14
H -2.81 -6.22 1.40
H -2.93 -7.76 -0.54
H -2.05 -7.06 -2.74
H -1.03 -4.84 -3.03
H -3.39 -3.03 -1.76
H -4.92 -2.11 -3.44
H -4.08 -0.60 -5.21
H -1.67 -0.03 -5.29
H -0.15 -0.87 -3.59
H 2.50 1.15 -2.91
H 2.96 1.92 -5.22
H 2.94 0.30 -7.09
H 2.50 -2.10 -6.66
H 1.98 -2.88 -4.37
H 4.29 -3.15 -2.46
H 6.55 -3.16 -1.55
H 7.21 -1.53 0.20
H 5.56 0.09 1.07
H 3.24 0.03 0.25
N -0.33 1.00 -0.26
P -0.97 2.46 0.22
N -1.91 2.13 1.51
C -1.55 1.09 2.50
C -0.93 1.69 3.75
C -1.92 2.67 4.37
C -2.30 3.75 3.36
C -2.84 3.14 2.07
N 0.31 3.44 0.42
C 1.71 3.10 0.03
C 2.72 3.93 0.85
C 2.09 4.42 2.15
C 0.96 5.40 1.82
C 0.10 4.89 0.64
N -1.95 3.14 -0.85
C -3.38 2.71 -1.00
C -3.67 2.27 -2.42
C -3.47 3.44 -3.41
C -2.37 4.41 -2.92
C -1.32 3.65 -2.12
H -0.90 0.36 2.06
H -2.47 0.56 2.77
H -0.01 2.21 3.47
H -0.66 0.90 4.45
H -1.50 3.12 5.27
H -2.82 2.12 4.67
H -1.42 4.37 3.13
H -3.06 4.41 3.78
H -3.02 3.91 1.32
H -3.79 2.64 2.27
H 1.86 3.29 -1.04
H 1.87 2.05 0.20
H 3.03 4.81 0.27
H 3.61 3.33 1.04
H 2.83 4.91 2.78
H 1.70 3.57 2.71
H 1.39 6.36 1.54
H 0.34 5.58 2.70
H 0.39 5.43 -0.27
H -0.96 5.08 0.80
H -4.03 3.55 -0.74
H -3.58 1.91 -0.30
H -4.69 1.90 -2.47
H -3.01 1.44 -2.67
H -4.40 3.99 -3.53
H -3.20 3.05 -4.40
H -2.80 5.18 -2.28
H -1.89 4.92 -3.76
H -0.49 4.30 -1.86
H -0.93 2.82 -2.71
C -1.44 -1.05 7.14
C -0.54 -1.30 5.95
C 0.81 -0.96 6.00
C 1.64 -1.16 4.91
C 1.11 -1.73 3.76
C -0.22 -2.11 3.68
C -1.04 -1.89 4.78
S 2.20 -1.98 2.39
C 2.57 -3.71 2.56
O 1.26 -1.99 1.13
H -1.25 -0.07 7.57
H -1.24 -1.79 7.92
H -2.50 -1.12 6.87
H 1.21 -0.52 6.91
H 2.69 -0.88 4.96
H -0.61 -2.58 2.79
H -2.08 -2.19 4.74
H 1.65 -4.27 2.37
H 2.92 -3.87 3.59
H 3.36 -3.97 1.85
```


For each record above, in turn, the calculated energy above the lowest of the compared OMol25 structures with the same formula, charge and spin values are 1.506, 0.512 eV.